No. 1
{"formula": "C26H23IrN8O4Se", "method": "ωB97M-V/def2-TZVPD", "de_lowest_kcal_mol": 50.68, "lumo_energy_ev": [-4.2632, -4.6644], "total_charge": 1, "multiplicity": 2, "homo_lumo_gap_ha": [0.251, 0.236], "species": ["Ir", "O", "C", "C", "C", "C", "C", "C", "C", "N", "C", "C", "N", "C", "C", "C", "C", "C", "C", "C", "O", "H", "H", "H", "H", "H", "H", "H", "H", "H", "H", "H", "H", "H", "H", "Se", "N", "C", "C", "C", "C", "C", "C", "N", "H", "H", "H", "H", "N", "C", "C", "O", "O", "H", "H", "H", "H", "H", "N", "C", "N", "C", "N"], "xyz": [[0.3448, -0.0392, 0.3010], [1.9828, 0.0432, -0.8694], [2.4542, -0.9045, -1.6359], [3.4978, -0.5395, -2.5132], [4.0145, -1.4564, -3.3961], [3.5430, -2.7771, -3.4487], [2.5672, -3.1646, -2.5694], [2.0112, -2.2522, -1.6487], [1.1020, -2.7630, -0.6796], [0.4710, -2.0865, 0.2229], [-0.2653, -2.7709, 1.2847], [0.2556, -2.1369, 2.5606], [0.2692, -0.6865, 2.3402], [0.2206, 0.1265, 3.3303], [0.4188, 1.5425, 3.2163], [-0.0016, 2.4203, 4.2261], [0.2652, 3.7676, 4.1242], [1.0010, 4.2436, 3.0364], [1.4593, 3.3905, 2.0485], [1.1543, 2.0338, 2.1183], [1.6546, 1.2025, 1.2075], [3.8648, 0.4761, -2.4682], [4.8126, -1.1514, -4.0624], [3.9633, -3.4780, -4.1553], [2.1987, -4.1831, -2.5693], [0.9577, -3.8423, -0.6658], [-0.0924, -3.8455, 1.2512], [-1.3316, -2.5791, 1.1698], [1.2868, -2.4590, 2.7241], [-0.3368, -2.3911, 3.4399], [0.0667, -0.2913, 4.3261], [-0.5460, 2.0311, 5.0788], [-0.0833, 4.4525, 4.8838], [1.2151, 5.3004, 2.9476], [2.0526, 3.7606, 1.2243], [-2.4751, -0.8834, -1.3082], [-1.8289, -0.3928, 0.3044], [-2.8626, -0.2572, 1.1366], [-2.8498, 0.2223, 2.4784], [-4.0172, 0.2857, 3.1678], [-5.2697, -0.1119, 2.6023], [-5.3378, -0.5368, 1.3205], [-4.1358, -0.6014, 0.5517], [-4.1148, -0.9618, -0.7191], [-1.9422, 0.5898, 2.9160], [-4.0088, 0.6701, 4.1795], [-6.1633, -0.0436, 3.2063], [-6.2660, -0.8216, 0.8459], [1.1539, 0.2727, -5.0349], [0.4699, -1.0152, -5.0587], [-0.1588, -1.2996, -3.7021], [-0.6399, -2.3543, -3.3780], [-0.1218, -0.2583, -2.8650], [0.8819, 0.8726, -5.8004], [2.1597, 0.1742, -5.0444], [0.3863, 0.4441, -3.3491], [1.1209, -1.8589, -5.2923], [-0.3357, -1.0219, -5.7937], [-0.3199, 1.7192, -0.3743], [-0.2643, 2.8845, -0.5423], [-0.3183, 4.0873, -0.8586], [0.1898, 5.1308, -0.2401], [0.6197, 6.0729, 0.2711]], "atomic_forces_ev_per_a": [[-0.3, -0.3, 1.1], [-0.2, 0.1, -0.1], [0.0, -0.1, 0.0], [-0.1, -0.1, 0.0], [0.1, 0.1, 0.0], [-0.1, -0.1, 0.0], [0.1, 0.0, -0.1], [0.0, 0.1, 0.1], [0.1, 0.1, -0.1], [0.0, 0.1, -0.4], [0.0, 0.1, 0.1], [0.1, 0.0, 0.0], [-0.6, 0.0, -0.3], [0.5, 0.1, 0.0], [-0.1, 0.0, 0.1], [0.0, 0.0, 0.0], [0.0, -0.1, 0.0], [0.0, 0.0, -0.1], [-0.1, 0.0, 0.2], [0.1, -0.2, 0.0], [0.2, 0.1, -0.1], [0.0, 0.0, 0.0], [0.0, 0.0, 0.0], [0.0, 0.0, 0.0], [0.0, 0.0, 0.0], [0.0, 0.0, 0.0], [0.1, 0.0, 0.0], [0.0, -0.1, 0.0], [0.0, 0.0, 0.0], [-0.1, 0.0, 0.0], [0.0, 0.0, 0.0], [0.0, 0.0, 0.0], [0.0, 0.0, 0.0], [0.0, 0.0, 0.0], [0.0, 0.0, 0.0], [-0.2, -0.2, 0.1], [0.1, 0.1, -0.3], [0.0, 0.1, 0.1], [0.0, 0.0, 0.0], [0.0, 0.0, 0.0], [0.0, 0.0, -0.1], [0.0, 0.0, 0.1], [0.0, -0.1, -0.1], [0.1, 0.0, 0.0], [0.0, 0.1, 0.0], [0.0, 0.0, 0.0], [0.0, 0.0, 0.0], [0.0, 0.0, 0.0], [0.0, 0.0, -0.1], [0.0, 0.0, 0.0], [0.1, -0.1, 0.0], [-0.1, 0.0, 0.0], [0.0, 0.0, -0.1], [0.0, 0.0, 0.0], [0.0, 0.0, 0.0], [0.0, 0.0, 0.0], [0.0, 0.0, 0.0], [0.0, 0.0, 0.0], [0.1, 0.1, 0.0], [0.2, 0.0, 0.0], [-0.2, -0.1, -0.3], [0.1, 0.1, 0.2], [0.0, 0.0, 0.0]]}

No. 2
{"formula": "C26H23N3O3SW", "method": "ωB97M-V/def2-TZVPD", "de_lowest_kcal_mol": 0.00, "lumo_energy_ev": [-6.3221, -6.5843], "total_charge": 2, "multiplicity": 3, "homo_lumo_gap_ha": [0.270, 0.284], "species": ["W", "O", "C", "N", "C", "C", "C", "C", "C", "C", "N", "C", "C", "C", "C", "C", "N", "H", "H", "H", "H", "H", "H", "H", "H", "H", "H", "C", "C", "O", "H", "H", "H", "O", "S", "C", "C", "C", "C", "C", "C", "C", "C", "C", "C", "C", "C", "H", "H", "H", "H", "H", "H", "H", "H", "H", "H"], "xyz": [[0.3246, 0.1443, -0.2754], [-2.7489, -1.4033, 2.0985], [-1.8169, -0.7735, 1.6607], [-1.5282, -0.5380, 0.3445], [-2.5322, -0.9998, -0.6018], [-2.1183, -0.5882, -1.9804], [-2.9561, -0.7286, -3.0771], [-2.5188, -0.3140, -4.3194], [-1.2445, 0.2317, -4.4440], [-0.4569, 0.3303, -3.3233], [-0.8829, -0.0727, -2.1077], [-0.8734, -0.0061, 2.5475], [-1.0658, 0.2263, 3.8876], [-0.2340, 1.1471, 4.5248], [0.7364, 1.8348, 3.8078], [0.8419, 1.5042, 2.4747], [0.1185, 0.5970, 1.8629], [-3.5105, -0.5748, -0.3606], [-2.6469, -2.0882, -0.5564], [-3.9414, -1.1515, -2.9372], [-3.1630, -0.4078, -5.1831], [-0.8680, 0.5782, -5.3950], [0.5453, 0.7325, -3.3638], [-1.8731, -0.2795, 4.3982], [-0.3627, 1.3566, 5.5780], [1.3695, 2.5837, 4.2614], [1.8480, 3.0669, 1.7228], [2.6339, 2.3696, -0.6423], [1.5744, 1.6120, 0.0640], [1.7315, 2.1076, 1.5894], [2.4993, 3.4553, -0.5817], [2.5688, 2.1140, -1.6995], [3.6349, 2.1108, -0.2877], [1.7912, -0.4469, -1.6216], [2.5544, -1.7310, -2.0489], [1.4589, -3.0813, -1.7195], [0.5986, -3.0721, -0.6281], [-0.2618, -4.1324, -0.4139], [-0.2365, -5.2118, -1.2932], [0.6271, -5.2194, -2.3779], [1.4779, -4.1456, -2.6088], [3.8682, -1.9479, -0.8990], [3.6838, -2.1614, 0.4675], [4.7946, -2.3136, 1.2713], [6.0730, -2.2659, 0.7156], [6.2473, -2.0567, -0.6409], [5.1379, -1.8898, -1.4614], [0.6187, -2.2272, 0.0611], [-0.9345, -4.1300, 0.4337], [-0.8974, -6.0523, -1.1306], [0.6334, -6.0602, -3.0574], [2.1376, -4.1409, -3.4671], [2.6896, -2.2250, 0.8906], [4.6758, -2.4878, 2.3319], [6.9366, -2.4013, 1.3524], [7.2408, -2.0249, -1.0657], [5.2627, -1.7186, -2.5230]], "atomic_forces_ev_per_a": [[-0.2, 0.2, 0.2], [0.1, -0.1, 0.0], [-0.1, 0.1, 0.0], [0.2, 0.0, 0.0], [0.0, 0.0, -0.1], [-0.1, 0.0, 0.0], [0.0, 0.0, 0.1], [0.0, 0.0, 0.0], [0.0, 0.0, 0.0], [0.0, 0.0, 0.0], [0.2, 0.1, 0.1], [0.1, 0.0, 0.0], [0.1, 0.0, 0.0], [0.0, 0.0, 0.0], [0.0, -0.1, -0.1], [0.0, 0.1, 0.0], [-0.1, -0.1, -0.3], [0.0, 0.0, 0.0], [0.0, 0.0, 0.0], [0.0, 0.0, 0.0], [0.0, 0.0, 0.0], [0.0, 0.0, 0.0], [0.0, 0.0, 0.0], [0.0, 0.0, 0.0], [0.0, 0.0, 0.0], [0.0, 0.0, 0.0], [0.0, 0.0, 0.0], [0.0, 0.0, -0.1], [0.1, 0.1, 0.0], [0.0, -0.1, 0.1], [0.0, 0.0, 0.0], [0.0, 0.0, 0.0], [0.0, 0.0, 0.0], [0.0, -0.2, -0.1], [0.0, 0.1, 0.0], [-0.1, 0.0, 0.1], [0.1, 0.2, -0.1], [0.0, 0.0, 0.0], [0.0, 0.0, 0.0], [0.0, 0.0, 0.0], [0.0, 0.0, 0.0], [0.1, 0.0, 0.1], [-0.1, 0.0, -0.1], [0.1, 0.0, 0.0], [0.0, 0.0, 0.0], [0.0, 0.0, 0.0], [0.0, 0.0, 0.1], [0.0, -0.2, 0.1], [0.0, 0.0, 0.0], [0.0, 0.0, 0.0], [0.0, 0.0, 0.0], [0.0, 0.0, 0.0], [0.0, 0.0, 0.0], [0.0, 0.0, 0.0], [0.0, 0.0, 0.0], [0.0, 0.0, 0.0], [0.0, 0.0, 0.0]]}

No. 3
{"formula": "C26H23N5O7S", "method": "ωB97M-V/def2-TZVPD", "smiles": "COc1ccc(N2C=CN(C)[C@@H]2c2c([N+](=O)[O-])c3ccc([N+](=O)[O-])cc3n2S(=O)(=O)c2ccc(C)cc2)cc1", "lumo_energy_ev": -1.2052, "total_charge": 0, "homo_lumo_gap_ha": 0.187, "species": ["C", "O", "C", "C", "C", "C", "N", "C", "N", "C", "C", "C", "C", "C", "H", "H", "H", "H", "H", "H", "H", "H", "H", "H", "H", "H", "C", "C", "C", "C", "C", "S", "O", "O", "N", "C", "C", "C", "N", "O", "O", "C", "C", "C", "C", "N", "O", "O", "C", "C", "C", "H", "H", "H", "H", "H", "H", "H", "H", "H", "H", "H"], "xyz": [[6.3693, -3.3139, 2.4654], [5.5538, -2.1182, 2.4570], [4.2218, -2.2943, 2.2466], [3.4465, -1.1350, 2.0011], [2.0782, -1.2533, 1.8345], [1.4612, -2.5148, 1.8562], [0.0823, -2.6359, 1.7726], [-0.8135, -1.4990, 1.5486], [-2.1122, -2.1517, 1.6862], [-3.3754, -1.5125, 1.4168], [-1.9781, -3.4388, 2.0464], [-0.6392, -3.7451, 2.1158], [2.2434, -3.6724, 2.0319], [3.6058, -3.5743, 2.2496], [7.3880, -2.9363, 2.5623], [6.1089, -3.9592, 3.3177], [6.2465, -3.8747, 1.5246], [3.9379, -0.1669, 1.9651], [1.4887, -0.3509, 1.7030], [-3.2717, -0.4269, 1.4960], [-3.7659, -1.7814, 0.4219], [-4.1079, -1.8331, 2.1653], [-2.8111, -4.1122, 2.2053], [-0.1957, -4.6978, 2.3813], [1.7755, -4.6511, 2.0064], [4.1867, -4.4845, 2.4192], [1.1803, 6.1595, -2.5387], [0.6665, 5.0555, -1.6664], [-0.4612, 5.2787, -0.8747], [-0.9315, 4.2891, -0.0180], [-0.2926, 3.0401, -0.0078], [-0.9262, 1.7769, 1.0423], [0.0803, 1.4188, 2.0161], [-2.2874, 2.0540, 1.4271], [-0.9496, 0.4128, -0.0769], [-1.5515, 0.5328, -1.3388], [-2.3010, 1.5776, -1.8554], [-3.0554, 1.3305, -3.0200], [-3.8852, 2.3682, -3.5479], [-4.5651, 2.1384, -4.5756], [-3.9095, 3.4785, -2.9635], [-3.0434, 0.0470, -3.6430], [-2.3220, -1.0049, -3.0828], [-1.5846, -0.7660, -1.9105], [-1.0134, -1.6488, -0.9404], [-1.0474, -3.0671, -1.0884], [-2.1129, -3.5555, -1.5522], [-0.0453, -3.7703, -0.8198], [-0.7216, -0.9242, 0.2256], [0.8654, 2.8165, -0.7645], [1.3125, 3.8167, -1.6208], [2.0199, 5.8069, -3.1398], [0.3974, 6.5344, -3.2059], [1.5211, 7.0065, -1.9323], [-0.9802, 6.2392, -0.9308], [-1.8038, 4.4543, 0.6097], [-2.3155, 2.5680, -1.4123], [-3.6369, -0.1036, -4.5470], [-2.3544, -2.0057, -3.5014], [-0.6432, -0.7355, 2.3178], [1.3941, 1.8692, -0.6953], [2.1796, 3.6457, -2.2647]], "atomic_forces_ev_per_a": [[-0.5, 0.7, 0.0], [0.6, -0.7, -0.1], [-0.9, -0.3, -0.3], [0.6, -1.1, 0.3], [-0.1, -0.2, -0.1], [0.2, -0.1, 0.3], [0.7, 1.2, -0.4], [0.5, -1.3, 2.4], [-0.6, 2.0, -0.3], [0.0, 0.0, -0.1], [2.5, -2.6, 0.7], [-2.9, -1.3, 0.5], [-0.3, 0.5, 0.0], [0.5, 0.9, 0.0], [-0.1, -0.2, 0.0], [0.1, 0.2, -0.2], [0.1, 0.2, 0.3], [-0.1, -0.2, 0.1], [0.1, -0.2, 0.0], [-0.1, -0.1, -0.1], [0.1, 0.2, 0.1], [0.1, 0.1, -0.1], [0.1, 0.3, 0.0], [-0.2, 0.4, -0.1], [0.1, 0.2, 0.0], [-0.2, 0.4, -0.1], [0.1, 0.1, -0.2], [-0.1, 0.0, 0.0], [0.0, -0.1, 0.3], [-0.1, -0.4, -0.3], [0.3, 0.6, -0.1], [0.5, -0.9, 0.4], [-0.9, 0.3, -0.6], [1.0, -0.1, -0.4], [-0.3, 1.1, 0.6], [-0.4, -1.0, 0.0], [-0.4, 0.5, -1.1], [1.3, -1.7, 0.9], [-1.8, 2.4, -1.2], [1.4, 0.2, 2.0], [0.2, -2.2, -0.9], [0.1, 0.2, 0.2], [0.0, 0.7, -0.2], [-0.4, 0.3, 0.2], [0.4, 1.4, 0.8], [0.1, -3.3, -0.4], [2.0, 1.2, 0.9], [-2.1, 1.9, -0.6], [-0.5, 0.0, -3.8], [-0.4, 0.0, 0.0], [0.0, 0.0, 0.2], [-0.1, 0.1, 0.0], [0.1, -0.1, 0.1], [0.0, -0.2, -0.1], [0.2, -0.3, 0.1], [0.1, -0.1, -0.2], [-0.2, -0.3, -0.1], [0.2, 0.1, 0.4], [-0.1, 0.2, 0.0], [-0.1, 0.2, 0.1], [-0.1, 0.1, -0.1], [-0.2, 0.0, 0.3]]}

No. 4
{"formula": "C26H23O8PSTc", "method": "ωB97M-V/def2-TZVPD", "lumo_energy_ev": [-0.5597, -1.2922], "total_charge": 0, "multiplicity": 4, "homo_lumo_gap_ha": [0.261, 0.296], "species": ["Tc", "O", "C", "O", "C", "C", "C", "C", "C", "O", "C", "C", "O", "O", "H", "H", "H", "H", "H", "H", "H", "H", "O", "S", "O", "O", "C", "C", "C", "C", "C", "C", "P", "C", "C", "C", "C", "C", "C", "C", "C", "C", "C", "C", "C", "H", "H", "H", "H", "H", "H", "H", "H", "H", "H", "H", "H", "H", "H", "H"], "xyz": [[0.0000, 0.0000, 0.0000], [2.1217, -2.1343, 2.5513], [1.4046, -1.6450, 1.6209], [1.3527, -0.4716, 1.1718], [0.3814, -2.6145, 1.0483], [-0.8601, -2.1949, 1.8345], [-2.0619, -3.0856, 1.4901], [-2.4738, -2.5526, 0.1061], [-1.3420, -1.5543, -0.1835], [-1.2537, -0.9835, 1.1514], [-0.0503, -2.3529, -0.3921], [1.0287, -1.7797, -1.3224], [1.5894, -2.6740, -2.0422], [1.1700, -0.5322, -1.3929], [0.6699, -3.6559, 1.2243], [-0.7273, -2.0298, 2.9078], [-2.8806, -2.9272, 2.2008], [-1.8093, -4.1501, 1.4849], [-3.4343, -2.0309, 0.1901], [-2.5738, -3.3419, -0.6443], [-1.5816, -0.8039, -0.9396], [-0.3213, -3.3134, -0.8569], [0.5324, 3.7036, 2.2836], [0.2108, 3.1961, 0.9495], [0.7270, 3.9927, -0.1607], [0.3563, 1.7517, 0.8018], [-1.5831, 3.5355, 0.8380], [-1.9549, 4.8512, 1.1830], [-3.2896, 5.2439, 1.1536], [-4.2626, 4.3242, 0.7851], [-3.8971, 3.0169, 0.4453], [-2.5503, 2.5881, 0.4549], [-2.1430, 0.8832, 0.0062], [-2.9558, 0.5053, -1.5694], [-3.2778, 1.4916, -2.5126], [-3.8389, 1.1553, -3.7499], [-4.0660, -0.1787, -4.0777], [-3.7220, -1.1776, -3.1733], [-3.1640, -0.8372, -1.9377], [-3.0312, -0.0633, 1.2795], [-4.3627, -0.4892, 1.1742], [-4.9603, -1.2390, 2.1928], [-4.2364, -1.5686, 3.3363], [-2.9172, -1.1440, 3.4652], [-2.3219, -0.3968, 2.4459], [-1.1809, 5.5589, 1.4755], [-3.5611, 6.2600, 1.4221], [-5.3083, 4.6160, 0.7625], [-4.6880, 2.3254, 0.1642], [-3.0667, 2.5398, -2.3092], [-4.0734, 1.9405, -4.4632], [-4.4854, -0.4392, -5.0448], [-3.8649, -2.2232, -3.4300], [-2.8685, -1.6393, -1.2626], [-4.9538, -0.2427, 0.2963], [-5.9916, -1.5633, 2.0894], [-4.6990, -2.1505, 4.1278], [-2.3431, -1.3875, 4.3547], [-1.2867, -0.0696, 2.5638], [-0.2420, 0.7716, -1.4591]], "atomic_forces_ev_per_a": [[1.1, 8.8, -1.4], [-1.9, 2.3, -2.7], [2.9, -5.0, 3.5], [2.9, 0.6, 1.8], [0.1, -0.1, 0.7], [-0.1, -2.4, 0.3], [-0.3, -0.6, 0.1], [-0.5, -1.6, 0.7], [-1.7, -4.6, -0.7], [5.3, -6.0, -1.8], [-0.2, -1.6, -0.5], [1.8, -5.8, -3.7], [-1.3, 3.1, 2.3], [2.7, -0.6, -2.4], [0.0, 0.4, 0.1], [0.3, 0.0, -0.5], [0.5, -0.4, -0.5], [0.2, 0.2, 0.0], [0.6, -0.8, 0.0], [0.3, 0.1, 0.0], [0.3, -1.1, -0.2], [0.1, 0.3, 0.1], [0.0, -1.3, -1.4], [-0.8, 5.3, 0.6], [-0.1, -1.5, 0.8], [0.9, 0.9, 1.2], [0.1, -0.3, 0.1], [0.0, -0.3, -0.1], [0.6, -0.2, 0.0], [0.2, -0.7, -0.2], [-0.1, 0.2, 0.0], [0.1, 1.3, 0.1], [-2.7, 2.6, -0.5], [-0.9, 0.0, -0.9], [-0.1, 0.1, -0.1], [0.3, -0.1, 0.4], [0.0, 0.0, 0.1], [0.2, 0.5, 0.2], [-0.9, -0.1, -1.0], [-4.0, 1.7, 1.1], [0.5, 1.1, 0.3], [0.0, -0.2, 0.5], [-0.5, 0.3, -0.3], [0.0, 1.2, 0.0], [-3.0, 2.3, 3.9], [-0.1, -0.3, -0.1], [0.0, -0.1, 0.0], [0.1, -0.1, 0.0], [0.2, 0.0, 0.0], [-0.1, -0.2, 0.1], [0.0, -0.1, 0.1], [0.0, 0.0, 0.1], [0.0, 0.1, 0.1], [-1.5, 1.1, -2.0], [0.2, -0.1, -0.1], [0.1, 0.1, 0.0], [0.0, 0.0, -0.1], [-0.1, 0.0, -0.1], [-1.0, 1.2, 1.5], [-0.9, 0.6, 0.6]]}

Number 1: molecular weight 782.699 g/mol, electronic energy -115622.6001 eV. Number 2: molecular weight 641.395 g/mol, electronic energy -50592.4227 eV. Number 3: molecular weight 549.565 g/mol, electronic energy -59945.1041 eV. Number 4: molecular weight 624.503 g/mol, electronic energy -66025.5707 eV.